Entry 1:
Here is a molecular structure, C44H50BrClIN7O12S2SiSr from OMol25. Energies are from ωB97M-V/def2-TZVPD.

Last column: Mulliken charge in e.
Element x y z (Å)
1 Sr -2.359 1.667 0.370  1.12
2 O 0.753 4.000 5.673  -0.60
3 C 0.120 3.687 4.501  1.03
4 C -1.258 3.800 4.367  -0.51
5 C -1.816 3.460 3.148  -0.42
6 N -1.077 3.002 2.144  0.92
7 C 0.242 2.882 2.274  -0.59
8 C 0.894 3.245 3.438  -0.90
9 C 0.979 2.358 1.028  0.49
10 O 2.199 2.544 0.997  -0.83
11 O 0.234 1.828 0.152  0.21
12 C -3.328 3.609 2.872  -0.19
13 O -4.031 3.950 3.823  -0.83
14 O -3.660 3.374 1.671  -0.28
15 H 0.084 4.268 6.311  0.29
16 H -1.908 4.145 5.163  0.49
17 H 1.969 3.155 3.506  0.55
18 C -1.964 0.835 -4.573  -1.78
19 C -1.848 1.245 -3.137  -0.86
20 N -2.482 0.673 -2.187  0.98
21 N -3.422 -0.265 -2.535  -0.32
22 C -3.805 -1.235 -1.628  -0.14
23 N -5.137 -1.546 -1.745  -0.62
24 S -2.718 -1.989 -0.653  -0.05
25 C -0.995 2.398 -2.729  1.39
26 C 0.251 2.641 -3.289  -0.96
27 C 0.979 3.724 -2.825  -0.59
28 C 0.433 4.543 -1.852  -0.70
29 C -0.817 4.224 -1.348  -0.49
30 N -1.512 3.175 -1.777  0.47
31 H -1.876 -0.251 -4.648  0.41
32 H -1.199 1.310 -5.182  0.50
33 H -2.938 1.115 -4.989  0.33
34 H -4.068 -0.028 -3.275  0.32
35 H -5.727 -0.725 -1.648  0.24
36 H -5.414 -2.246 -1.072  0.35
37 H 0.667 1.965 -4.023  0.48
38 H 1.974 3.912 -3.205  0.41
39 H 0.980 5.388 -1.458  0.44
40 H -1.273 4.802 -0.550  0.32
41 O -7.187 -1.281 3.163  -0.60
42 C -6.176 -1.303 4.006  0.48
43 O -6.298 -1.687 5.149  -0.65
44 C -4.859 -0.826 3.493  -0.33
45 C -3.664 -0.914 4.188  -0.06
46 Cl -3.314 -1.602 5.702  -0.18
47 N -2.684 -0.391 3.420  -0.25
48 N -3.188 0.033 2.255  1.92
49 C -4.479 -0.229 2.261  -0.03
50 C -5.259 0.100 1.006  0.17
51 O -6.427 -0.351 0.918  -0.94
52 O -4.668 0.750 0.119  -0.18
53 C -1.256 -0.395 3.571  -0.28
54 C -0.490 -0.893 2.525  -0.42
55 C 0.894 -0.856 2.620  0.37
56 C 1.490 -0.345 3.765  -0.39
57 C 0.712 0.141 4.807  -1.12
58 C -0.672 0.132 4.713  -0.33
59 H -6.913 -0.927 2.244  0.42
60 H -0.950 -1.322 1.641  0.14
61 H 1.479 -1.242 1.793  0.02
62 H 2.571 -0.311 3.832  0.45
63 H 1.182 0.562 5.687  0.33
64 H -1.292 0.543 5.498  0.47
65 Br -5.393 7.495 -2.119  -0.20
66 C -4.648 6.211 -3.295  0.22
67 C -4.251 6.650 -4.552  -0.45
68 C -3.693 5.761 -5.454  -0.64
69 C -3.538 4.428 -5.098  -0.42
70 C -3.940 4.000 -3.846  0.03
71 C -4.495 4.882 -2.919  -0.31
72 I -4.978 4.119 -1.046  0.41
73 H -4.380 7.692 -4.812  0.37
74 H -3.380 6.111 -6.429  0.36
75 H -3.097 3.722 -5.790  0.37
76 H -3.816 2.967 -3.551  0.23
77 C 3.409 -3.331 -4.273  -1.85
78 C 3.456 -4.055 -2.929  1.78
79 C 2.270 -5.013 -2.819  -1.51
80 C 4.769 -4.825 -2.787  -1.54
81 O 3.432 -3.042 -1.940  0.23
82 Si 2.768 -3.065 -0.402  -1.21
83 S 0.753 -2.923 -0.311  -0.33
84 O 3.591 -1.861 0.413  0.67
85 C 4.162 -0.638 -0.046  1.94
86 C 5.494 -0.936 -0.740  -2.00
87 C 4.411 0.201 1.202  -1.24
88 C 3.209 0.086 -0.992  -1.08
89 O 3.463 -4.467 0.220  0.01
90 C 3.644 -4.835 1.578  2.10
91 C 5.073 -4.461 1.975  -1.57
92 C 3.454 -6.349 1.635  -2.02
93 C 2.652 -4.155 2.520  -1.45
94 H 3.484 -4.038 -5.104  0.43
95 H 4.234 -2.619 -4.337  0.30
96 H 2.470 -2.781 -4.356  0.37
97 H 2.297 -5.732 -3.643  0.50
98 H 1.333 -4.458 -2.845  0.30
99 H 2.307 -5.556 -1.874  0.18
100 H 4.850 -5.612 -3.543  0.45
101 H 4.813 -5.273 -1.794  0.09
102 H 5.614 -4.141 -2.898  0.33
103 H 6.176 -1.428 -0.041  0.36
104 H 5.957 -0.007 -1.085  0.49
105 H 5.330 -1.595 -1.592  0.12
106 H 4.970 -0.393 1.930  0.33
107 H 3.468 0.535 1.636  -0.21
108 H 4.984 1.098 0.956  0.47
109 H 3.069 -0.501 -1.901  0.17
110 H 3.611 1.070 -1.251  0.61
111 H 2.239 0.245 -0.521  -0.20
112 H 5.785 -4.949 1.305  0.36
113 H 5.289 -4.764 3.004  0.41
114 H 5.196 -3.381 1.884  0.09
115 H 4.144 -6.834 0.941  0.36
116 H 2.434 -6.599 1.341  0.39
117 H 3.638 -6.731 2.643  0.42
118 H 2.801 -3.074 2.517  0.00
119 H 2.801 -4.525 3.539  0.56
120 H 1.626 -4.350 2.206  0.32

Results
multiplicity: 1
net charge: -2
gap between HOMO and LUMO: 5.57 eV
E_LUMO: 3.17 eV

Entry 2:
Here is a single C2H5N5 molecule in a non-equilibrium geometry from OMol25. Energies are from ωB97M-V/def2-TZVPD.

Last column: Mulliken charge in e.
Element x y z (Å)
1 C -0.064 0.668 -0.020  0.74
2 C -1.383 0.998 0.035  -0.71
3 H 1.870 0.630 -0.178  0.30
4 H 1.075 2.064 -0.469  0.29
5 H -1.683 2.027 0.043  0.40
6 H 0.751 -2.407 -0.590  0.33
7 H 1.151 -1.813 0.975  0.25
8 N 1.134 1.275 0.142  -0.53
9 N -2.192 -0.091 0.038  -0.35
10 N -1.428 -1.158 0.036  -0.62
11 N -0.182 -0.699 0.004  0.76
12 N 0.952 -1.494 -0.016  -0.86

Results
multiplicity: 1
gap between HOMO and LUMO: 9.49 eV
structure (SMILES): Nc1cnnn1N
E_LUMO: 0.73 eV

Entry 3:
Here is a molecular structure, C16H20BMnN5O6S2 in a non-equilibrium geometry from OMol25. Energies are from ωB97M-V/def2-TZVPD.

Last column: Mulliken charge in e.
Element x y z (Å)
1 Mn -0.051 0.923 -0.053  1.20
2 O -0.612 4.360 1.920  -0.68
3 C -0.446 3.169 1.811  -0.02
4 O 0.236 2.610 0.830  -0.75
5 C -0.956 2.199 2.869  0.16
6 C 0.093 1.122 3.171  -0.15
7 C -0.175 0.439 4.506  -1.06
8 C -1.445 -0.386 4.179  -0.97
9 C -1.631 -0.089 2.690  -0.33
10 O -0.265 0.073 2.225  -0.14
11 C -2.200 1.314 2.475  0.19
12 C -2.694 1.459 1.045  -0.14
13 O -3.740 1.988 0.775  -0.67
14 O -1.924 0.868 0.134  -0.56
15 H -1.182 2.793 3.752  0.61
16 H 1.118 1.430 2.994  0.56
17 H -0.319 1.159 5.311  0.42
18 H 0.658 -0.210 4.771  0.37
19 H -2.317 -0.073 4.750  0.41
20 H -1.289 -1.449 4.358  0.28
21 H -2.121 -0.868 2.111  0.72
22 H -3.047 1.520 3.125  0.51
23 C 2.494 2.567 -2.860  -0.67
24 N 2.204 1.230 -3.365  0.38
25 C 3.065 0.424 -4.082  -0.40
26 C 2.394 -0.720 -4.345  -0.47
27 N 1.137 -0.611 -3.798  0.01
28 B 0.028 -1.692 -3.860  0.49
29 N -0.385 -2.098 -2.376  0.15
30 C -1.604 -2.643 -2.120  -0.79
31 C -1.634 -3.027 -0.812  -0.24
32 N -0.415 -2.713 -0.287  0.37
33 C 0.014 -2.978 1.083  -0.87
34 C 0.340 -2.115 -1.249  -0.10
35 S 1.918 -1.498 -1.011  -0.23
36 C 1.035 0.580 -3.201  -0.32
37 S -0.362 1.194 -2.399  -0.46
38 H 3.557 2.754 -2.990  0.29
39 H 2.235 2.637 -1.807  0.23
40 H 1.918 3.309 -3.409  0.29
41 H 4.062 0.738 -4.335  0.45
42 H 2.701 -1.608 -4.868  0.49
43 H 0.481 -2.669 -4.411  -0.16
44 H -0.974 -1.263 -4.372  -0.13
45 H -2.360 -2.711 -2.882  0.49
46 H -2.405 -3.505 -0.235  0.45
47 H -0.683 -3.693 1.513  0.34
48 H 0.021 -2.063 1.669  0.24
49 H 1.013 -3.404 1.068  0.38
50 O 2.773 0.891 -0.060  -0.44
51 N 1.741 0.333 0.050  0.29

Results
multiplicity: 6
<S²>: 8.836
gap between HOMO and LUMO (alpha / beta): 6.78 / 7.81 eV
E_LUMO (alpha / beta): -1.75 / -1.12 eV

Entry 4:
Here is a single C6H13N molecule from OMol25. Energies are from ωB97M-V/def2-TZVPD.

Last column: Mulliken charge in e.
Element x y z (Å)
1 C 0.559 -2.105 -0.923  -1.30
2 C 0.345 -1.010 0.180  0.01
3 N 1.016 0.381 0.275  -0.38
4 C 1.259 1.244 1.462  -0.80
5 C -0.361 0.260 -0.134  1.25
6 C -1.480 0.694 0.795  -1.58
7 C -0.484 0.540 -1.610  -1.56
8 H 1.601 -2.320 -1.175  0.28
9 H 0.120 -3.064 -0.599  0.35
10 H 0.050 -1.902 -1.878  0.35
11 H 0.140 -1.485 1.136  0.40
12 H 1.200 2.299 1.130  0.29
13 H 0.550 1.181 2.304  0.26
14 H 2.267 1.129 1.870  0.30
15 H -2.415 0.221 0.480  0.39
16 H -1.286 0.374 1.824  0.39
17 H -1.632 1.780 0.809  0.30
18 H 0.381 0.074 -2.085  0.43
19 H -0.432 1.607 -1.841  0.30
20 H -1.399 0.101 -2.018  0.31

Results
multiplicity: 1
gap between HOMO and LUMO: 9.58 eV
structure (SMILES): C[C@H]1N(C)C1(C)C
E_LUMO: 1.04 eV

Entry 5:
Here is a molecular structure, C3H5CuO3 in a non-equilibrium geometry from OMol25. Energies are from ωB97M-V/def2-TZVPD.

Last column: Mulliken charge in e.
Element x y z (Å)
1 H 1.208 -1.055 -1.484  0.15
2 C 1.074 -1.061 -0.375  -0.38
3 C 0.001 -0.026 -0.036  -0.17
4 O -1.222 -0.571 0.510  0.00
5 C -2.105 0.267 0.960  -0.42
6 O -2.152 1.264 0.091  -0.33
7 Cu 2.989 1.040 -0.246  -0.26
8 O 2.174 -0.756 0.386  -0.68
9 H 0.623 -2.058 -0.126  0.20
10 H 0.504 0.500 0.853  0.22
11 H -0.272 0.565 -0.923  0.29
12 H -2.821 1.890 0.390  0.38

Results
multiplicity: 2
<S²>: 0.754
net charge: -1
gap between HOMO and LUMO (alpha / beta): 4.83 / 7.10 eV
E_LUMO (alpha / beta): 3.23 / 3.21 eV

Entry 6:
Here is 3 unconnected molecules or ions with the total composition C4H15N2O2 in a non-equilibrium geometry from OMol25. Energies are from ωB97M-V/def2-TZVPD.

Last column: Mulliken charge in e.
Element x y z (Å)
1 C -0.524 0.159 -1.222  -0.61
2 C -1.639 -0.797 -0.866  -0.67
3 C -1.609 -1.353 0.577  -0.63
4 C -0.198 -2.706 1.897  -0.31
5 N -0.327 -1.921 0.927  -0.32
6 N 0.859 -0.461 -1.047  -0.22
7 H -0.475 1.081 -0.666  0.33
8 H -0.482 0.331 -2.283  0.38
9 H -2.530 -0.197 -1.000  0.32
10 H -1.732 -1.631 -1.567  0.38
11 H -1.778 -0.438 1.161  0.30
12 H -2.480 -1.980 0.774  0.43
13 H -0.903 -3.190 2.580  0.27
14 H 0.810 -3.005 2.196  0.24
15 H 1.569 0.243 -0.832  0.32
16 H 0.888 -1.219 -0.340  0.39
17 H 1.182 -0.831 -1.943  0.38
18 H 1.077 4.037 1.485  0.33
19 H 2.214 3.145 1.978  0.32
20 O 1.465 3.161 1.373  -0.69
21 H 1.356 2.566 -0.282  0.42
22 H 2.062 2.567 -1.656  0.32
23 O 1.195 2.441 -1.242  -0.67

Results
multiplicity: 1
net charge: +1
gap between HOMO and LUMO: 10.95 eV
E_LUMO: -2.80 eV

- The highest multiplicity belongs to which entry?
  C16H20BMnN5O6S2